{
  "formula": "C36H45IrN7O5S",
  "method": "the ωB97M-V functional and the def2-TZVPD basis",
  "s2": 8.822,
  "e_tot_ha": -2660.21383,
  "orbital_gap_ha": [0.2051, 0.2350],
  "total_charge": 0,
  "e_homo_ha": [-0.199, -0.257],
  "multiplicity": 6,
  "e_lumo_ev": [0.2, -0.6],
  "symbols": ["Ir", "C", "C", "N", "C", "S", "N", "N", "C", "C", "C", "C", "C", "C", "C", "N", "H", "H", "H", "H", "H", "H", "H", "H", "H", "H", "H", "H", "H", "C", "O", "C", "C", "C", "C", "C", "C", "N", "C", "N", "C", "C", "C", "C", "C", "C", "O", "C", "N", "C", "C", "C", "C", "C", "C", "O", "C", "H", "H", "H", "H", "H", "H", "H", "H", "H", "H", "H", "H", "H", "H", "H", "H", "H", "H", "H", "H", "H", "H", "O", "C", "C", "O", "C", "C", "H", "H", "H", "H", "H", "H", "H", "H", "H", "H"],
  "xyz": [[-0.490993, 0.786297, -0.723830], [3.941265, 2.061745, -3.784896], [2.936234, 3.201705, -3.831931], [1.558111, 2.785189, -4.123092], [0.802223, 2.163228, -3.157547], [1.421092, 2.375311, -0.890129], [-0.658184, 1.181008, -3.909927], [-1.244542, 0.613113, -2.794365], [-1.981135, -0.503531, -2.886632], [-2.309683, -1.152989, -4.197168], [-2.515207, -1.011330, -1.679547], [-3.572370, -1.959202, -1.648644], [-4.077183, -2.389594, -0.453915], [-3.547493, -1.892911, 0.750563], [-2.515394, -0.986233, 0.677631], [-2.002338, -0.571268, -0.482678], [4.938833, 2.443262, -3.560745], [3.981452, 1.538150, -4.741815], [3.659017, 1.345744, -3.011092], [3.196865, 3.930404, -4.600818], [2.904228, 3.727472, -2.879467], [1.375542, 2.449460, -5.057942], [-1.621699, -0.799483, -4.963559], [-3.326620, -0.928827, -4.535029], [-2.214474, -2.236579, -4.127959], [-3.993754, -2.313558, -2.578772], [-4.892409, -3.101720, -0.438812], [-3.917265, -2.210580, 1.714182], [-2.053180, -0.568859, 1.561789], [-1.217174, -2.328172, 3.886282], [-0.638458, -2.493716, 2.599582], [0.479871, -3.301395, 2.601383], [0.346387, -4.675511, 2.496523], [1.463813, -5.494990, 2.526001], [2.718830, -4.921158, 2.669757], [2.854760, -3.546907, 2.759584], [1.741689, -2.711361, 2.698859], [1.917541, -1.313406, 2.797863], [1.037659, -0.468416, 2.039988], [0.286322, 0.336475, 2.798235], [-0.487500, 1.461944, 2.459209], [-0.841825, 1.936735, 1.171572], [-1.506752, 3.175615, 1.227025], [-1.863352, 3.836661, 2.387273], [-1.582298, 3.307895, 3.634033], [-0.877951, 2.128223, 3.653589], [-0.503190, 1.511339, 4.826646], [-0.680322, 2.228741, 6.030914], [1.064222, -0.375637, 0.776831], [1.828678, -1.265524, 0.000714], [1.059011, -2.109208, -0.877480], [1.810406, -3.084102, -1.656251], [3.165326, -3.053032, -1.665886], [3.904677, -2.147705, -0.856141], [3.213177, -1.282278, -0.015688], [3.828697, -0.396918, 0.849047], [5.192476, -0.115244, 0.613426], [-1.990414, -1.565772, 3.793925], [-0.469825, -1.994440, 4.612438], [-1.660269, -3.264097, 4.238086], [-0.651825, -5.082036, 2.388322], [1.355325, -6.567446, 2.437739], [3.602381, -5.545267, 2.701746], [3.836311, -3.096768, 2.856370], [2.858631, -1.066014, 2.498739], [0.426956, 0.210183, 3.786899], [-1.796820, 3.759866, 0.364609], [-2.379243, 4.786214, 2.315927], [-1.879862, 3.813647, 4.539874], [-0.222240, 1.626160, 6.810671], [-1.739989, 2.370377, 6.258189], [-0.190488, 3.204096, 5.981991], [0.049532, -2.377002, -0.572217], [1.262810, -3.827472, -2.220253], [3.715346, -3.760425, -2.275047], [4.983740, -2.165183, -0.872176], [5.455814, 0.696879, 1.286789], [5.350181, 0.200333, -0.421111], [5.829633, -0.979773, 0.822480], [0.750045, -0.830596, -1.770482], [-4.577542, 1.753627, -1.207048], [-3.554392, 2.488120, -2.043216], [-2.331357, 2.580180, -1.303404], [-1.452418, 3.443067, -2.034964], [-0.567986, 2.818368, -3.053241], [-5.525545, 1.705496, -1.745666], [-4.736729, 2.289636, -0.271160], [-4.262770, 0.739052, -0.973074], [-3.917143, 3.505151, -2.230059], [-3.383843, 2.003148, -3.012419], [-0.781126, 3.928472, -1.318901], [-2.070529, 4.189617, -2.539604], [0.462060, 1.528261, -2.172993], [0.064525, 3.649157, -3.506627], [-1.356596, 2.018814, -4.227872]],
  "atomic_forces_ev_per_a": [[1.280, 0.873, 2.608], [-0.034, -0.012, 0.050], [0.057, -0.469, -0.113], [1.305, 0.046, -0.379], [-3.808, -1.564, 2.503], [-0.218, -0.329, 0.450], [-1.111, 2.952, 0.212], [0.290, -1.217, 0.731], [-0.436, 0.063, -0.319], [0.049, 0.176, -0.088], [-0.081, -0.507, -0.108], [0.081, -0.027, -0.069], [-0.013, 0.010, 0.052], [0.030, 0.018, -0.008], [-0.009, -0.026, -0.026], [-0.028, 0.291, -0.319], [0.004, -0.008, 0.007], [0.007, -0.003, 0.001], [0.004, -0.009, -0.007], [0.008, -0.014, -0.003], [0.038, 0.012, 0.007], [0.097, -0.079, 0.021], [-0.001, -0.044, -0.020], [-0.005, 0.018, 0.020], [0.012, 0.001, 0.021], [0.015, -0.011, -0.001], [-0.002, 0.001, 0.005], [-0.008, -0.014, -0.009], [-0.010, -0.017, -0.006], [0.039, 0.000, 0.023], [-0.035, -0.047, -0.132], [0.054, 0.061, 0.118], [-0.021, 0.011, 0.011], [-0.027, 0.002, -0.023], [0.047, -0.002, 0.029], [-0.016, 0.022, -0.132], [0.034, -0.057, 0.064], [-0.301, -0.089, -0.008], [0.519, 0.211, -0.002], [-0.109, -0.139, 0.091], [-0.062, 0.140, 0.144], [0.267, -1.006, 0.148], [-0.142, 0.684, -0.173], [-0.014, -0.014, 0.027], [0.096, -0.108, -0.039], [-0.124, 0.092, -0.049], [0.046, -0.020, -0.006], [-0.028, -0.007, -0.034], [-0.326, -0.248, -0.626], [0.519, -0.284, 1.209], [-0.901, 2.293, -1.784], [0.142, -0.316, 0.044], [0.023, -0.055, 0.079], [-0.134, 0.000, 0.010], [-0.096, 0.104, 0.017], [0.056, -0.055, 0.035], [0.000, 0.023, -0.043], [0.009, -0.017, 0.006], [-0.006, 0.011, -0.001], [-0.001, 0.001, -0.005], [0.005, -0.017, 0.009], [0.001, 0.000, -0.001], [-0.003, -0.003, 0.000], [0.012, -0.017, -0.029], [0.055, 0.016, 0.156], [-0.005, 0.024, -0.008], [0.174, -0.585, -0.129], [0.002, 0.003, -0.036], [-0.003, 0.000, 0.003], [-0.005, 0.012, 0.015], [-0.001, -0.009, 0.003], [0.017, -0.006, 0.015], [0.217, -0.410, 0.457], [0.017, 0.054, -0.086], [0.000, 0.002, -0.008], [0.006, -0.005, -0.038], [0.019, 0.002, -0.006], [-0.003, 0.015, 0.008], [-0.009, 0.002, 0.020], [-0.390, -0.776, 0.035], [-0.016, -0.026, -0.044], [-0.233, -0.254, 0.573], [-0.315, 0.931, -1.279], [-1.101, -1.207, 0.538], [4.049, 2.492, -1.859], [-0.002, -0.009, 0.011], [0.002, -0.011, 0.011], [0.023, -0.004, -0.021], [0.020, 0.004, -0.086], [0.012, -0.093, 0.045], [0.199, -0.062, -0.178], [0.128, 0.145, 0.067], [2.574, -0.816, -0.828], [-2.993, 0.506, -1.089], [0.524, -1.197, -0.453]]
}